(a)
Below is the ion C5H11N2S with charge +1, with properties calculated with ωB97M-V/def2-TZVPD.

The geometry in XYZ format:
```
19
C5H11N2S (ωB97M-V/def2-TZVPD)
C 1.658 1.100 -0.109
C 2.369 -0.232 -0.173
S 1.086 -1.536 -0.058
C -0.206 -0.343 0.156
C -1.127 -0.080 -1.033
N -2.329 -0.243 -0.128
C -1.478 -0.682 0.959
N 0.413 0.962 0.612
H 2.274 1.854 0.234
H 1.420 1.512 -1.116
H 2.896 -0.403 -1.224
H 3.167 -0.480 0.668
H -0.953 0.859 -1.474
H -1.068 -0.871 -1.654
H -2.906 0.654 0.101
H -2.871 -1.027 -0.545
H -1.492 -1.809 1.228
H -1.502 -0.147 1.951
H 0.648 0.914 1.605
```

As for the spin multiplicity: 1. For the lowest unoccupied orbital energy, the calculation gives -3.6 eV. Its net charge is +1. As for the SMILES: C1CSC2(C[NH2+]C2)N1. The molar mass is 131.22 g/mol. The gap between HOMO and LUMO comes out at 8.984 eV.

The natural (NBO) scheme yields these atomic charges, measured in e: atom 1 (C): -0.27, atom 2 (C): -0.55, atom 3 (S): 0.24, atom 4 (C): -0.05, atom 5 (C): -0.23, atom 6 (N): -0.53, atom 7 (C): -0.26, atom 8 (N): -0.61, atom 9 (H): 0.24, atom 10 (H): 0.20, atom 11 (H): 0.26, atom 12 (H): 0.25, atom 13 (H): 0.25, atom 14 (H): 0.23, atom 15 (H): 0.47, atom 16 (H): 0.46, atom 17 (H): 0.26, atom 18 (H): 0.26, atom 19 (H): 0.37

=====

(b)
Below is a cluster of 2 separate species, C5H11N2S in total, with properties calculated with ωB97M-V/def2-TZVPD.

The geometry in XYZ format:
```
19
C5H11N2S (ωB97M-V/def2-TZVPD)
C 3.604 -1.289 0.547
C 2.263 -1.156 0.518
C -1.410 0.917 0.691
C -1.199 2.065 1.373
C -1.731 -0.537 -1.111
N 1.508 -0.199 -0.090
N -1.789 0.758 -0.501
S 1.858 0.897 -1.186
H 3.912 -2.089 1.238
H 4.390 -0.826 -0.175
H 1.642 -1.539 1.317
H -1.697 2.164 2.441
H -0.145 2.206 1.631
H -1.292 2.946 0.761
H -2.183 -0.588 -2.113
H -2.359 -1.280 -0.653
H -0.718 -0.898 -0.974
H -1.889 1.551 -1.129
H 3.119 0.496 -1.639
```

As for the spin multiplicity: 1. For the lowest unoccupied orbital energy (alpha / beta), the calculation gives -4.4 / -6.2 eV. Its net charge is +1. The molar mass is 131.22 g/mol. The gap between HOMO and LUMO (alpha / beta) comes out at 8.473 / 5.163 eV.

The natural (NBO) scheme yields these atomic charges, measured in e: atom 1 (C): -0.34, atom 2 (C): -0.08, atom 3 (C): 0.68, atom 4 (C): -0.84, atom 5 (C): -0.47, atom 6 (N): -0.66, atom 7 (N): -0.51, atom 8 (S): 0.36, atom 9 (H): 0.23, atom 10 (H): 0.22, atom 11 (H): 0.21, atom 12 (H): 0.32, atom 13 (H): 0.32, atom 14 (H): 0.28, atom 15 (H): 0.25, atom 16 (H): 0.24, atom 17 (H): 0.26, atom 18 (H): 0.44, atom 19 (H): 0.10

=====

(c)
Below is the ion C5H11N2S with charge +1, with properties calculated with ωB97M-V/def2-TZVPD.

The geometry in XYZ format:
```
19
C5H11N2S (ωB97M-V/def2-TZVPD)
C -0.413 -2.003 1.835
C -0.693 -0.734 1.193
C -0.276 0.440 1.974
C -1.021 -0.654 -0.067
S -1.264 0.917 -0.884
N 0.312 1.059 -1.716
C 0.523 1.827 -2.735
N 1.621 1.892 -3.448
H 0.344 -2.013 2.625
H -1.333 -2.230 2.221
H -0.152 -2.755 1.097
H 0.651 0.258 2.507
H -0.972 0.675 2.722
H -0.199 1.322 1.339
H -1.344 -1.524 -0.655
H 1.123 0.520 -1.253
H -0.341 2.302 -3.158
H 1.481 2.367 -4.428
H 2.483 1.503 -3.162
```

As for the spin multiplicity: 1. For the lowest unoccupied orbital energy, the calculation gives -3.5 eV. Its net charge is +1. As for the SMILES: CC(C)=CS/[NH+]=C/N. The molar mass is 131.22 g/mol. The gap between HOMO and LUMO comes out at 9.441 eV.

The natural (NBO) scheme yields these atomic charges, measured in e: atom 1 (C): -0.66, atom 2 (C): 0.15, atom 3 (C): -0.67, atom 4 (C): -0.46, atom 5 (S): 0.45, atom 6 (N): -0.65, atom 7 (C): 0.37, atom 8 (N): -0.73, atom 9 (H): 0.24, atom 10 (H): 0.25, atom 11 (H): 0.23, atom 12 (H): 0.24, atom 13 (H): 0.25, atom 14 (H): 0.22, atom 15 (H): 0.24, atom 16 (H): 0.44, atom 17 (H): 0.22, atom 18 (H): 0.45, atom 19 (H): 0.43

=====

Which structure wins on stability? (c) wins.

=====

(a)
Below is a cluster of 2 separate species, C5H11N2S in total, with properties calculated with ωB97M-V/def2-TZVPD.

The geometry in XYZ format:
```
19
C5H11N2S (ωB97M-V/def2-TZVPD)
C 2.800 0.349 2.377
C 1.681 0.093 1.830
C -0.996 -0.800 0.631
C -0.264 0.325 -0.010
C -2.830 0.642 -0.340
N -1.509 -0.016 -0.449
N 0.484 -0.130 -2.004
S 0.865 1.284 0.754
H 3.423 -0.404 3.039
H 3.283 1.194 2.236
H 1.136 -0.902 1.893
H -0.648 -1.834 0.410
H -1.463 -0.679 1.704
H -3.562 0.031 -0.907
H -2.980 0.511 0.823
H -2.896 1.729 -0.652
H 1.314 -0.610 -2.122
H 0.336 0.525 -2.853
H -0.236 -0.794 -2.198
```

As for the spin multiplicity: 1. For the lowest unoccupied orbital energy, the calculation gives -4.2 eV. Its net charge is +1. The molar mass is 131.22 g/mol. The gap between HOMO and LUMO comes out at 9.272 eV.

The natural (NBO) scheme yields these atomic charges, measured in e: atom 1 (C): -0.33, atom 2 (C): -0.36, atom 3 (C): -0.27, atom 4 (C): 0.16, atom 5 (C): -0.42, atom 6 (N): -0.36, atom 7 (N): -0.95, atom 8 (S): 0.52, atom 9 (H): 0.25, atom 10 (H): 0.20, atom 11 (H): 0.23, atom 12 (H): 0.23, atom 13 (H): 0.23, atom 14 (H): 0.24, atom 15 (H): 0.21, atom 16 (H): 0.25, atom 17 (H): 0.38, atom 18 (H): 0.41, atom 19 (H): 0.38

=====

(b)
Below is the ion C5H11N2S with charge +1, with properties calculated with ωB97M-V/def2-TZVPD.

The geometry in XYZ format:
```
19
C5H11N2S (ωB97M-V/def2-TZVPD)
C -1.514 1.639 -0.183
N -0.822 0.466 0.333
C -1.037 -0.704 -0.641
C -0.269 -1.830 -0.137
N 0.849 -1.842 0.362
C 1.536 -0.618 0.707
S 2.999 -0.299 -0.521
C 0.602 0.726 0.617
H -1.210 2.373 0.509
H -0.932 1.960 -1.123
H -2.603 1.501 -0.459
H -1.428 0.328 1.146
H -0.554 -0.467 -1.559
H -2.147 -0.824 -0.704
H -0.677 -2.852 -0.198
H 1.991 -0.764 1.751
H 3.346 -1.450 -1.237
H 0.716 1.315 1.527
H 1.153 1.343 -0.190
```

As for the spin multiplicity: 1. For the lowest unoccupied orbital energy, the calculation gives -3.5 eV. Its net charge is +1. As for the SMILES: C[N@H+]1CC=N[C@@H](S)C1. The molar mass is 131.22 g/mol. The gap between HOMO and LUMO comes out at 9.542 eV.

The natural (NBO) scheme yields these atomic charges, measured in e: atom 1 (C): -0.43, atom 2 (N): -0.34, atom 3 (C): -0.29, atom 4 (C): 0.08, atom 5 (N): -0.36, atom 6 (C): -0.15, atom 7 (S): -0.09, atom 8 (C): -0.31, atom 9 (H): 0.23, atom 10 (H): 0.23, atom 11 (H): 0.26, atom 12 (H): 0.44, atom 13 (H): 0.26, atom 14 (H): 0.25, atom 15 (H): 0.22, atom 16 (H): 0.26, atom 17 (H): 0.20, atom 18 (H): 0.25, atom 19 (H): 0.27

=====

Which structure wins on stability? (b) wins.

=====

(a)
Below is the ion C5H11N2S with charge +1, with properties calculated with ωB97M-V/def2-TZVPD.

The geometry in XYZ format:
```
19
C5H11N2S (ωB97M-V/def2-TZVPD)
C -0.245 3.199 1.359
C 0.031 2.382 0.326
C 0.737 -2.257 -0.442
C 0.089 -0.150 -0.756
C -0.043 -1.193 1.522
N 0.217 -1.221 0.118
N -0.319 -0.481 -2.200
S -1.088 1.266 -0.245
H 0.481 3.957 1.662
H -1.188 3.191 1.814
H 1.108 2.304 -0.023
H 1.057 -3.007 0.271
H 1.024 -2.421 -1.448
H 0.793 -1.576 2.080
H -0.497 -0.267 1.999
H -0.918 -2.002 1.759
H 0.433 -0.948 -2.829
H -0.534 0.308 -2.806
H -1.139 -1.084 -2.160
```

As for the spin multiplicity: 1. For the lowest unoccupied orbital energy (alpha / beta), the calculation gives -4.1 / -4.1 eV. Its net charge is +1. The molar mass is 131.22 g/mol. The gap between HOMO and LUMO (alpha / beta) comes out at 7.728 / 7.727 eV.

The natural (NBO) scheme yields these atomic charges, measured in e: atom 1 (C): -0.36, atom 2 (C): -0.44, atom 3 (C): -0.14, atom 4 (C): -0.07, atom 5 (C): -0.46, atom 6 (N): -0.26, atom 7 (N): -0.72, atom 8 (S): 0.24, atom 9 (H): 0.22, atom 10 (H): 0.20, atom 11 (H): 0.24, atom 12 (H): 0.21, atom 13 (H): 0.20, atom 14 (H): 0.25, atom 15 (H): 0.28, atom 16 (H): 0.25, atom 17 (H): 0.44, atom 18 (H): 0.47, atom 19 (H): 0.42

=====

(b)
Below is the ion C5H11N2S with charge +1, with properties calculated with ωB97M-V/def2-TZVPD.

The geometry in XYZ format:
```
19
C5H11N2S (ωB97M-V/def2-TZVPD)
C 1.148 -0.733 0.099
C 0.484 1.715 -0.552
C 1.533 1.546 0.575
C -0.448 0.483 -0.554
C -2.767 -0.910 0.104
N 1.849 0.159 0.756
N 1.062 -2.014 0.199
S -1.687 0.515 0.643
H -0.252 2.484 -0.363
H 1.055 1.807 -1.466
H 2.514 1.963 0.412
H 1.300 1.970 1.560
H -0.864 0.168 -1.472
H -2.431 -1.062 -1.001
H -3.830 -0.819 0.209
H -2.343 -1.840 0.639
H 2.716 0.026 1.253
H 0.287 -2.358 -0.315
H 1.665 -2.725 0.713
```

As for the spin multiplicity: 1. For the lowest unoccupied orbital energy, the calculation gives -3.4 eV. Its net charge is +1. The molar mass is 131.22 g/mol. The gap between HOMO and LUMO comes out at 9.408 eV.

The natural (NBO) scheme yields these atomic charges, measured in e: atom 1 (C): 0.49, atom 2 (C): -0.47, atom 3 (C): -0.21, atom 4 (C): -0.27, atom 5 (C): -0.72, atom 6 (N): -0.55, atom 7 (N): -0.76, atom 8 (S): 0.32, atom 9 (H): 0.26, atom 10 (H): 0.25, atom 11 (H): 0.22, atom 12 (H): 0.22, atom 13 (H): 0.23, atom 14 (H): 0.22, atom 15 (H): 0.26, atom 16 (H): 0.23, atom 17 (H): 0.42, atom 18 (H): 0.42, atom 19 (H): 0.43

=====

Which structure wins on stability? (b) wins.

=====

(a)
Below is a cluster of 2 separate species, C4H7NO5 in total, with properties calculated with ωB97M-V/def2-TZVPD.

The geometry in XYZ format:
```
17
C4H7NO5 (ωB97M-V/def2-TZVPD)
N -2.222 -1.561 -0.486
C -1.719 -0.438 -1.057
O -2.234 0.651 -1.154
C -0.237 -0.745 -1.627
O 0.218 -1.857 -1.679
O 0.285 0.372 -2.201
H -1.584 -2.365 -0.428
H -3.133 -1.444 -0.196
H -0.204 1.096 -1.871
C 1.355 1.205 2.225
C 1.104 0.455 0.924
O 0.128 -0.156 0.558
O 2.226 0.440 0.196
H 2.350 1.347 2.686
H 0.613 0.741 2.797
H 0.901 2.191 2.041
H 2.154 0.068 -0.729
```

As for the spin multiplicity: 1. For the lowest unoccupied orbital energy, the calculation gives 0.6 eV. As for the SMILES: NC(=O)C(=O)O.CC(=O)O. The molar mass is 149.10 g/mol. The gap between HOMO and LUMO comes out at 10.423 eV.

The natural (NBO) scheme yields these atomic charges, measured in e: atom 1 (N): -0.81, atom 2 (C): 0.60, atom 3 (O): -0.62, atom 4 (C): 0.73, atom 5 (O): -0.59, atom 6 (O): -0.69, atom 7 (H): 0.44, atom 8 (H): 0.40, atom 9 (H): 0.50, atom 10 (C): -0.73, atom 11 (C): 0.83, atom 12 (O): -0.63, atom 13 (O): -0.69, atom 14 (H): 0.26, atom 15 (H): 0.24, atom 16 (H): 0.25, atom 17 (H): 0.52

=====

(b)
Below is a cluster of 3 separate species, C4H7NO5 in total, with properties calculated with ωB97M-V/def2-TZVPD.

The geometry in XYZ format:
```
17
C4H7NO5 (ωB97M-V/def2-TZVPD)
O -2.369 2.503 0.916
N -1.358 1.760 0.964
O -0.854 1.515 2.214
C -0.755 1.253 -0.075
O -1.224 1.563 -1.329
H -1.629 1.944 2.783
H 0.224 0.839 0.054
H -1.982 2.108 -1.102
O -2.446 -1.664 0.476
C -1.353 -1.385 0.688
O -0.236 -1.233 0.854
C 1.822 -1.072 -1.192
C 2.831 -1.877 -0.983
H 1.176 -1.142 -2.077
H 1.496 -0.335 -0.483
H 3.131 -2.721 -1.604
H 3.526 -2.054 -0.104
```

As for the spin multiplicity: 1. For the lowest unoccupied orbital energy, the calculation gives 0.5 eV. As for the SMILES: [O-]/[N+](O)=C\O.O=C=O.C=C. The molar mass is 149.10 g/mol. The gap between HOMO and LUMO comes out at 9.513 eV.

The natural (NBO) scheme yields these atomic charges, measured in e: atom 1 (O): -0.58, atom 2 (N): 0.29, atom 3 (O): -0.53, atom 4 (C): 0.24, atom 5 (O): -0.65, atom 6 (H): 0.51, atom 7 (H): 0.21, atom 8 (H): 0.50, atom 9 (O): -0.50, atom 10 (C): 1.02, atom 11 (O): -0.52, atom 12 (C): -0.38, atom 13 (C): -0.39, atom 14 (H): 0.20, atom 15 (H): 0.17, atom 16 (H): 0.19, atom 17 (H): 0.20

=====

Which structure wins on stability? (a) wins.